P.
4 unconnected molecules or ions with the total composition C12H28N4O4, computed with wB97M-V/def2-TZVPD.

```
48
Properties=species:S:1:pos:R:3
C 1.3316 -0.6866 -3.1982
O 0.5647 0.0728 -2.6417
N 2.5354 -0.3302 -3.6715
C 2.9717 1.0524 -3.5792
C 3.3966 -1.2345 -4.4040
H 1.0876 -1.7471 -3.3427
H 2.4086 1.6130 -2.8432
H 2.8469 1.5063 -4.5692
H 4.0389 1.1310 -3.3713
H 3.6730 -0.7383 -5.3361
H 4.2600 -1.5634 -3.8283
H 2.8448 -2.1277 -4.7037
C -0.8632 -4.0313 -1.1856
O 0.0950 -3.8058 -0.4637
N -1.9119 -3.2274 -1.4411
C -3.1016 -3.7947 -2.0824
C -2.0700 -1.9390 -0.7845
H -0.9616 -5.0034 -1.7022
H -3.7815 -4.1399 -1.2998
H -2.8961 -4.6308 -2.7436
H -3.5633 -2.9848 -2.6454
H -1.2127 -1.8429 -0.1309
H -2.0232 -1.1704 -1.5589
H -3.0070 -1.8511 -0.2354
C 1.7361 1.2107 0.2894
O 2.2880 2.2741 0.4983
N 1.3423 0.3483 1.2485
C 0.9512 -0.9929 0.8694
C 1.3410 0.6754 2.6429
H 1.4602 0.8409 -0.7066
H 0.0353 -1.3293 1.3466
H 1.7554 -1.7215 0.9811
H 0.7459 -1.0230 -0.2035
H 1.6150 1.7183 2.7870
H 0.3842 0.5049 3.1479
H 2.0489 0.0580 3.2094
C -2.5072 2.4388 4.9533
O -2.6279 2.8368 6.0912
N -1.8278 3.0925 3.9819
C -1.9356 2.6574 2.6015
C -1.3166 4.4248 4.1708
H -2.9082 1.4906 4.5639
H -2.6937 3.2670 2.1030
H -2.1848 1.6050 2.4667
H -0.9716 2.7402 2.0943
H -1.2062 4.7244 5.2088
H -0.2807 4.4884 3.8154
H -1.9057 5.1442 3.6013
```

For the lowest unoccupied orbital energy, the calculation gives 0.52 eV. As for the SMILES: CN(C)C=O.CN(C)C=O.CN(C)C=O.CN(C)C=O. For the HOMO-LUMO gap, the calculation gives 9.5 eV.

These are the Mulliken partial charges, in e, on atoms 1 to 5: 0.221 -0.632 0.135 -0.972 -0.970

---

Q.
4 unconnected molecules or ions with the total composition C12H28N4O4, computed with wB97M-V/def2-TZVPD.

```
48
Properties=species:S:1:pos:R:3
C -2.7274 16.0202 -18.7912
C -2.0130 16.7054 -17.6374
O -1.1004 17.5106 -17.8166
N -2.3543 16.2821 -16.4376
C -1.7904 16.8315 -15.1833
H -3.1867 16.6776 -19.5294
H -3.5751 15.4817 -18.3675
H -2.0814 15.3579 -19.3676
H -3.1165 15.6196 -16.4223
H -2.5493 16.5054 -14.4721
H -2.0067 17.8965 -15.2676
H -0.7631 16.6959 -14.8451
C 3.9494 8.5655 -21.6807
C 3.5600 9.8776 -21.2464
O 2.7013 9.9909 -20.3475
N 4.0810 10.9373 -21.8149
C 3.3475 12.1745 -21.9843
H 3.6838 8.3760 -22.7207
H 3.4719 7.8046 -21.0634
H 5.0293 8.5511 -21.5327
H 4.8216 10.7295 -22.4694
H 2.6940 12.4378 -21.1526
H 2.8001 12.3215 -22.9153
H 3.9490 13.0785 -22.0792
C 0.1767 14.3098 -21.3547
C -1.1037 13.9691 -22.1521
O -1.2203 12.8604 -22.5052
N -1.9953 14.8772 -22.2975
C -3.4530 14.7079 -22.6926
H 0.0336 13.9470 -20.3369
H 0.4117 15.3685 -21.4644
H 1.0320 13.7215 -21.6870
H -1.8482 15.8265 -21.9856
H -4.0791 14.5468 -21.8150
H -3.6509 13.7808 -23.2307
H -3.7335 15.6404 -23.1822
C -3.3037 10.2978 -23.5117
C -4.2683 11.0550 -24.3312
O -5.3971 10.7232 -24.2758
N -3.8621 12.0125 -25.1517
C -4.8328 12.8208 -25.8886
H -3.3372 9.2142 -23.6246
H -3.3556 10.4889 -22.4398
H -2.3087 10.6063 -23.8324
H -2.9871 12.4399 -24.8836
H -4.6396 12.8148 -26.9613
H -4.7345 13.8226 -25.4704
H -5.8642 12.4682 -25.8789
```

For the lowest unoccupied orbital energy, the calculation gives 0.52 eV. As for the SMILES: CNC(C)=O.CNC(C)=O.CNC(C)=O.CNC(C)=O. For the HOMO-LUMO gap, the calculation gives 9.7 eV.

These are the Mulliken partial charges, in e, on atoms 1 to 5: -0.581 0.591 -0.662 -0.187 -0.863

---

Which one sits at the top of the stability order? P does.

---

P.
2 unconnected molecules or ions with the total composition C3H8NO, computed with wB97M-V/def2-TZVPD.

```
13
Properties=species:S:1:pos:R:3
C -0.0840 -0.2794 -0.8326
N -1.2543 -0.7567 -1.8065
C -0.3545 1.2161 -0.3838
C 0.2259 0.5030 0.7331
O 1.3900 0.6717 1.1510
H -0.5215 -1.2048 -0.4355
H 1.5982 -1.2681 2.1893
H 0.9089 -0.3753 -1.2521
H -1.8561 0.0704 -1.9115
H 0.2463 1.8293 -1.0433
H -1.4136 1.4447 -0.3222
H 1.6365 -1.9586 2.4939
H -0.5217 0.1077 1.4202
```

For the lowest unoccupied orbital energy, the calculation gives 4.52 eV. For the HOMO-LUMO gap, the calculation gives 6.5 eV. The total charge is -1.

These are the Mulliken partial charges, in e, on atoms 1 to 5: -0.479 -0.808 -0.730 0.038 -0.688

---

Q.
A gas-phase ion, C3H8NO (charge -1), computed with wB97M-V/def2-TZVPD.

```
13
Properties=species:S:1:pos:R:3
C 0.0385 -0.4548 1.0906
N -0.9540 0.1176 0.2097
C -0.5533 1.2443 -0.6658
O 0.6002 0.9227 -1.3435
C 0.8465 -1.6458 0.5916
H -0.3990 -0.6809 2.0771
H 0.5780 0.4962 1.1677
H -1.6988 -0.4162 -0.2457
H -1.4182 1.4383 -1.3258
H -0.5300 2.1101 0.0079
H 0.8170 -1.4732 -0.5268
H 1.9095 -1.6547 0.9808
H 0.4284 -2.6428 0.8236
```

For the lowest unoccupied orbital energy, the calculation gives 4.60 eV. As for the SMILES: CCNC[O-]. For the HOMO-LUMO gap, the calculation gives 6.8 eV. The total charge is -1.

These are the Mulliken partial charges, in e, on atoms 1 to 5: -0.288 -0.413 -0.575 -0.902 -0.932

---

R.
A molecular structure, C3H8NO, computed with wB97M-V/def2-TZVPD.

```
13
Properties=species:S:1:pos:R:3
C 2.4005 0.6664 -0.2301
N 0.8313 0.7394 0.6137
C -0.0032 -0.1300 -0.1990
C -1.4678 -0.2452 0.3294
O -2.1783 -1.1016 -0.4263
H 2.3683 0.7482 -1.3175
H 2.6224 -0.3391 0.1231
H 3.1134 1.2751 0.3267
H 1.2556 1.3541 -0.1295
H 0.3395 -1.1896 -0.1712
H -0.0554 0.0258 -1.2814
H -1.8893 0.7939 0.3313
H -1.3901 -0.5684 1.4021
```

For the lowest unoccupied orbital energy, the calculation gives 3.77 eV. For the HOMO-LUMO gap, the calculation gives 5.8 eV. The total charge is -1.

These are the Mulliken partial charges, in e, on atoms 1 to 5: -0.963 -0.518 -0.293 -0.448 -0.890

---

S.
2 unconnected molecules or ions with the total composition C3H8NO, computed with wB97M-V/def2-TZVPD.

```
13
Properties=species:S:1:pos:R:3
C 1.4462 0.9615 1.2268
O 0.5616 1.9577 0.8703
H 1.0819 -0.0356 1.5389
H 2.0016 1.2952 2.1222
H 2.1683 0.7026 0.4212
C -1.0984 -1.8253 -0.8963
C -0.6355 -0.5748 -1.2126
N -1.1210 0.6106 -0.7310
H -1.8123 -1.7532 -0.0638
H -0.8205 -2.7304 -1.4173
H 0.3796 -0.4936 -1.6229
H -2.0578 0.3337 -0.4343
H -0.0936 1.5515 0.1988
```

For the lowest unoccupied orbital energy, the calculation gives 4.38 eV. For the HOMO-LUMO gap, the calculation gives 6.5 eV. The total charge is -1.

These are the Mulliken partial charges, in e, on atoms 1 to 5: -0.629 -0.611 0.233 0.255 0.208

---

Which one sits at the top of the stability order? S does.

---

P.
2 unconnected molecules or ions with the total composition C7H14FN2, computed with wB97M-V/def2-TZVPD.

```
24
Properties=species:S:1:pos:R:3
C 1.9474 1.2859 0.8466
C 0.8360 0.8400 1.3889
C 0.1382 -1.7759 -0.5237
C 1.8606 1.9448 -0.5418
C -0.2075 0.2621 1.9262
C 0.5582 2.6046 -0.9447
C -1.3906 -1.9061 -0.3722
N -1.7692 -2.9446 0.3448
N -1.9740 -0.8074 -0.7691
F -0.3560 1.5716 -1.2058
H 0.7355 -1.9256 0.3247
H 0.4433 -2.4829 -1.3113
H 0.5075 -0.7249 -0.7268
H 2.6976 2.7312 -0.4986
H 2.1041 1.2101 -1.4419
H -0.4894 -0.7029 1.8299
H -0.9586 0.6793 2.6487
H 0.0409 3.1747 -0.3096
H 0.7912 3.2521 -1.7708
H -2.7551 -2.9217 0.6631
H -1.1488 -3.6540 0.7140
H -2.9844 -0.8042 -0.6327
H -1.4985 0.0173 -1.0987
H 2.8716 1.0766 1.4608
```

For the lowest unoccupied orbital energy, the calculation gives -3.19 eV. For the HOMO-LUMO gap, the calculation gives 9.6 eV. The total charge is +1.

These are the Mulliken partial charges, in e, on atoms 1 to 5: -0.296 0.225 -1.010 -0.470 -0.828

---

Q.
2 unconnected molecules or ions with the total composition C7H14FN2, computed with wB97M-V/def2-TZVPD.

```
24
Properties=species:S:1:pos:R:3
C -0.4074 0.7265 2.8076
C -0.2179 1.5685 0.3366
C 0.4650 2.8360 -0.1419
C -0.3841 1.0822 1.5432
C -1.7041 -2.1598 -1.2728
C 0.0804 -1.4572 0.2231
C 1.1505 -0.4359 0.4125
N 1.8019 0.0240 -0.7199
N -0.3762 -1.6377 -1.1592
F 0.9091 2.5677 -1.4274
H 0.2680 0.2094 3.4145
H -1.1255 0.9734 3.5679
H -0.5687 0.9430 -0.5129
H -0.2134 3.7694 -0.1993
H -2.3911 -1.3252 -0.9028
H -1.9167 -2.3107 -2.3667
H -1.7482 -3.1064 -0.7230
H -0.8413 -1.4163 0.7213
H 0.6169 -2.3639 0.6075
H 1.5453 -0.2749 1.3706
H 1.3944 3.1471 0.3829
H 2.6076 0.6605 -0.7503
H 0.3000 -2.0546 -1.8735
H 1.3319 -0.1626 -1.7059
```

For the lowest unoccupied orbital energy, the calculation gives -4.22 eV. For the HOMO-LUMO gap, the calculation gives 8.8 eV. The total charge is +1.

These are the Mulliken partial charges, in e, on atoms 1 to 5: -1.022 0.407 -0.279 0.022 -0.984

---

Which one sits at the top of the stability order? P does.

---

P.
A single C7H12N2O2 molecule, computed with wB97M-V/def2-TZVPD.

```
23
Properties=species:S:1:pos:R:3
C 0.8643 0.2724 -0.3853
C 2.3162 0.4011 -0.4009
C -0.1437 1.3979 -0.2479
C -1.2656 0.7974 0.6165
C -0.5839 -0.3778 1.3474
C -2.4452 0.3349 -0.2288
C 1.1085 -1.9913 -1.4262
N 0.2879 -0.9787 -0.7965
N 0.5944 -0.7743 0.5827
O 2.6885 1.6610 -0.2098
O -0.1798 0.0329 2.6214
H 0.3412 2.2420 0.2441
H -0.5097 1.7142 -1.2221
H -1.6035 1.5091 1.3731
H -1.2461 -1.2580 1.4181
H -2.8895 1.1831 -0.7456
H -3.2049 -0.1214 0.3989
H -2.1114 -0.3917 -0.9661
H 0.9953 -1.8833 -2.5045
H 2.1635 -1.9110 -1.1482
H 0.7184 -2.9606 -1.1149
H 3.6569 1.7192 -0.1625
H 0.4482 -0.6172 2.9575
```

For the lowest unoccupied orbital energy, the calculation gives 0.72 eV. For the HOMO-LUMO gap, the calculation gives 9.1 eV.

These are the Mulliken partial charges, in e, on atoms 1 to 5: 1.775 -1.375 -1.025 0.151 0.133

---

Q.
A single C7H12N2O2 molecule, computed with wB97M-V/def2-TZVPD.

```
23
Properties=species:S:1:pos:R:3
C 1.3308 0.1873 -1.4955
C 0.6215 -1.0134 -0.9655
C -0.7103 0.2655 0.5676
C 2.0436 0.2151 -2.7953
C -1.6238 1.0107 -0.3937
C -0.6900 0.8604 1.9054
C 0.3193 -1.9748 1.1684
N -0.0155 -0.8748 0.2953
N 1.1475 1.2222 -0.7203
O 1.5422 2.4209 -0.7947
O 0.7637 -2.1586 -1.3658
H 2.7794 0.9874 -2.6490
H 1.3821 0.2425 -3.7101
H 2.4952 -0.6978 -2.9426
H -2.3926 1.5694 0.0703
H -2.1312 0.1886 -1.0167
H -1.1792 1.7391 -1.1278
H -1.5576 1.4063 2.0426
H 0.1044 1.5148 1.9706
H -0.6191 0.1299 2.6171
H 0.9399 -1.6308 2.0881
H -0.5296 -2.2829 1.6277
H 0.6501 -2.7149 0.5454
```

For the lowest unoccupied orbital energy (spin up / spin down), the calculation gives -0.69 / -0.69 eV. For the HOMO-LUMO gap (spin up / spin down), the calculation gives 6.8 / 6.8 eV.

These are the Mulliken partial charges, in e, on atoms 1 to 5: 0.463 0.342 1.244 -1.273 -1.400

---

R.
2 unconnected molecules or ions with the total composition C7H12N2O2, computed with wB97M-V/def2-TZVPD.

```
23
Properties=species:S:1:pos:R:3
C -1.8289 -0.0258 -0.0810
C -0.4102 1.7168 -1.2452
C -0.4389 1.4156 1.2990
C 0.2385 -1.5460 1.2138
C 0.3230 -1.5571 -1.3634
C -0.7259 0.9017 -0.0343
C 0.5759 -0.9120 -0.0929
N -2.7219 -0.7313 0.1108
N 1.7238 -0.0619 -0.0102
O 2.1055 0.3690 1.0700
O 2.1174 0.2625 -1.1232
H -0.5308 1.1647 -2.0658
H -0.9411 2.7287 -1.0696
H 0.6311 1.9171 -1.3076
H -0.9374 0.8103 2.0142
H -0.7782 2.4411 1.5991
H 0.5648 1.5925 1.3698
H 0.1896 -0.8384 1.9506
H 0.9587 -2.2487 1.6447
H -0.6674 -2.2691 1.1740
H -0.6984 -2.0476 -1.3980
H 0.1732 -0.8958 -2.0930
H 1.0776 -2.1863 -1.5618
```

For the lowest unoccupied orbital energy, the calculation gives -0.71 eV. For the HOMO-LUMO gap, the calculation gives 8.6 eV.

These are the Mulliken partial charges, in e, on atoms 1 to 5: 0.002 -1.539 -1.565 -1.445 -1.596

---

Which one sits at the top of the stability order? P does.